41
Properties=species:S:1:pos:R:3 method="wB97M-V/def2-TZVPD" lumo_energy_ha=-0.2140 relative_energy_kcal_mol=13.5 e_homo_ev=-11.68 total_energy_ha=-1019.11241 total_charge=+1 homo_lumo_gap_ev=5.86
O -0.068 2.368 1.989
C -0.773 1.361 1.961
C -2.293 1.462 1.988
C -3.037 0.219 2.490
C -2.422 -1.080 1.967
C -0.934 -1.170 2.331
C -0.174 0.024 1.874
N 1.181 0.035 2.124
N 2.321 0.003 2.248
H -2.563 2.333 2.604
H -2.630 1.692 0.961
H -3.028 0.216 3.588
H -4.089 0.285 2.183
H -2.957 -1.940 2.389
H -2.533 -1.128 0.874
H -0.836 -1.276 3.431
H -0.488 -2.073 1.883
F 2.259 5.128 -1.681
C 1.754 3.858 -1.618
C 0.379 3.695 -1.451
C -0.111 2.406 -1.350
C 0.733 1.249 -1.406
C 0.110 -0.016 -1.211
C 0.601 -1.337 -1.412
C -0.373 -2.392 -1.420
C -0.011 -3.723 -1.561
C 1.339 -4.077 -1.715
C 2.314 -3.070 -1.732
C 1.964 -1.731 -1.578
C 2.121 1.494 -1.632
C 2.633 2.784 -1.717
H -0.281 4.555 -1.386
H -1.184 2.248 -1.216
H -0.968 0.042 -1.063
H -1.428 -2.116 -1.331
H -0.781 -4.496 -1.555
H 1.623 -5.124 -1.831
H 3.365 -3.338 -1.865
H 2.756 -0.991 -1.570
H 2.811 0.666 -1.728
H 3.700 2.954 -1.855